[1]
{"formula": "C34H68FN2O8", "method": "ωB97M-V/def2-TZVPD", "charge": 1, "gap_ev": 6.5, "elements": ["C", "O", "C", "C", "C", "C", "C", "C", "C", "N", "C", "C", "C", "C", "C", "F", "C", "C", "O", "O", "O", "C", "C", "C", "N", "H", "H", "H", "H", "H", "H", "H", "H", "H", "H", "H", "H", "H", "H", "H", "H", "H", "H", "H", "H", "H", "H", "H", "H", "H", "H", "H", "H", "C", "C", "O", "C", "C", "H", "H", "H", "H", "H", "H", "H", "H", "H", "H", "C", "C", "O", "C", "C", "H", "H", "H", "H", "H", "H", "H", "H", "H", "H", "C", "C", "O", "C", "C", "H", "H", "H", "H", "H", "H", "H", "H", "H", "H", "C", "C", "O", "C", "C", "H", "H", "H", "H", "H", "H", "H", "H", "H", "H"], "coordinates": [[3.075, 5.289, 3.646], [1.878, 6.022, 3.906], [0.816, 5.669, 3.005], [1.246, 5.750, 1.464], [1.381, 4.282, 0.841], [2.652, 4.205, -0.112], [3.908, 3.481, 0.568], [4.818, 2.707, -0.462], [4.086, 1.670, -1.366], [4.076, 1.958, -2.717], [3.499, 1.172, -3.678], [2.833, -0.061, -3.351], [2.160, -0.881, -4.480], [3.162, -1.527, -5.516], [4.542, -1.962, -4.926], [2.487, -2.665, -6.046], [2.816, -0.436, -1.921], [2.117, -1.752, -1.495], [2.721, -2.521, -0.796], [0.824, -2.100, -1.946], [-0.084, -1.826, -0.934], [3.443, 0.416, -0.893], [3.423, 0.060, 0.623], [4.847, -0.030, 1.268], [5.263, 0.877, 2.066], [3.738, 5.951, 3.012], [2.888, 4.302, 3.140], [3.669, 5.085, 4.579], [0.031, 6.460, 3.147], [0.401, 4.650, 3.249], [0.427, 6.274, 0.909], [2.184, 6.341, 1.315], [0.484, 4.091, 0.200], [1.448, 3.482, 1.632], [3.022, 5.227, -0.413], [2.353, 3.685, -1.059], [3.632, 2.868, 1.462], [4.543, 4.323, 0.969], [5.685, 2.183, 0.010], [5.268, 3.497, -1.134], [4.522, 2.828, -3.025], [3.508, 1.492, -4.745], [1.480, -1.692, -4.129], [1.510, -0.164, -5.061], [3.340, -0.864, -6.409], [5.129, -2.400, -5.781], [4.477, -2.764, -4.151], [5.121, -1.062, -4.581], [-0.919, -2.219, -1.259], [2.866, 0.837, 1.219], [2.899, -0.909, 0.842], [5.522, -0.903, 1.068], [6.213, 0.647, 2.384], [-2.744, -1.190, -5.244], [-2.053, -0.240, -4.281], [-1.533, 0.922, -4.909], [-2.481, 1.771, -5.543], [-3.507, 2.353, -4.586], [-2.097, -1.416, -6.094], [-3.004, -2.122, -4.739], [-3.666, -0.759, -5.639], [-1.197, -0.753, -3.834], [-2.718, 0.037, -3.456], [-2.967, 1.248, -6.372], [-1.908, 2.589, -5.985], [-4.174, 1.581, -4.197], [-4.121, 3.098, -5.094], [-3.015, 2.822, -3.731], [0.518, -5.201, 0.760], [-0.385, -6.246, 1.389], [-1.587, -5.705, 1.915], [-2.450, -5.076, 0.985], [-2.966, -6.015, -0.092], [0.687, -4.367, 1.445], [1.481, -5.641, 0.495], [0.079, -4.791, -0.152], [0.137, -6.704, 2.231], [-0.605, -7.054, 0.683], [-1.963, -4.197, 0.545], [-3.300, -4.704, 1.562], [-2.164, -6.333, -0.763], [-3.728, -5.519, -0.697], [-3.396, -6.913, 0.353], [-2.026, 1.090, 5.243], [-1.429, 1.348, 3.871], [-0.236, 2.119, 3.909], [0.859, 1.552, 4.605], [1.335, 0.259, 3.982], [-2.138, 2.024, 5.796], [-3.004, 0.614, 5.149], [-1.392, 0.429, 5.838], [-2.143, 1.923, 3.278], [-1.260, 0.409, 3.332], [0.620, 1.429, 5.666], [1.672, 2.282, 4.554], [0.599, -0.541, 4.091], [2.261, -0.076, 4.453], [1.510, 0.407, 2.914], [-4.290, -1.561, 2.200], [-5.202, -2.602, 2.829], [-6.400, -2.058, 3.353], [-7.263, -1.427, 2.421], [-7.779, -2.364, 1.342], [-4.118, -0.732, 2.889], [-3.329, -2.007, 1.935], [-4.726, -1.145, 1.288], [-4.680, -3.061, 3.671], [-5.426, -3.409, 2.123], [-6.775, -0.550, 1.980], [-8.112, -1.053, 2.997], [-6.977, -2.684, 0.672], [-8.540, -1.867, 0.737], [-8.211, -3.262, 1.787]], "forces_ev_per_angstrom": [[0.84, 0.27, -0.15], [-0.07, -0.93, -0.31], [-0.03, 0.97, -0.82], [-0.73, -1.17, 0.50], [0.74, 0.96, -0.74], [0.39, -0.59, 0.24], [-0.04, 0.78, -0.11], [-0.15, 0.15, -0.58], [-0.52, -1.06, 0.28], [-0.64, -1.26, 0.57], [-1.05, -1.73, 0.36], [0.59, 0.98, 1.52], [-0.04, 0.61, -0.69], [0.32, -0.32, 0.15], [0.09, -0.15, -1.09], [0.63, 0.94, 0.56], [0.13, 1.73, -0.83], [0.67, -0.90, 1.07], [-0.57, 0.80, -0.70], [1.89, 0.50, -1.93], [-1.34, 0.49, 1.77], [-0.02, 0.38, -1.87], [0.27, 0.15, 0.61], [0.36, 0.10, 0.23], [-0.32, -0.67, -0.65], [-0.48, -0.95, 0.34], [0.12, 0.94, 0.44], [-0.93, 0.30, -0.62], [0.68, -0.92, 0.22], [0.36, 0.88, -0.21], [0.76, -0.34, 0.45], [-0.78, -0.50, 0.34], [0.63, -0.01, 0.74], [-0.17, 0.83, -0.76], [-0.67, -0.91, 0.23], [0.32, 0.26, 0.71], [0.19, 0.31, -0.98], [-0.42, -1.06, -0.24], [-0.87, 0.51, -0.16], [-0.47, -0.87, 0.45], [-0.20, -0.39, 0.30], [0.22, 0.05, 1.15], [0.74, 0.70, 0.04], [0.48, -0.72, 0.68], [-0.22, -0.48, 0.97], [-0.53, 0.40, 0.86], [-0.14, 0.87, -0.40], [-0.62, -0.93, -0.11], [0.65, 0.05, -0.11], [0.59, -0.55, -0.83], [0.53, 0.91, -0.58], [-0.98, 0.46, -0.29], [-0.36, 0.06, 0.05], [-0.15, 0.12, -0.09], [-0.05, -0.10, -0.09], [0.34, -0.02, 0.08], [-0.12, 0.17, -0.01], [-0.08, -0.21, 0.13], [0.03, -0.04, 0.08], [0.02, 0.03, -0.02], [-0.01, -0.07, 0.05], [0.10, 0.18, -0.04], [-0.07, 0.00, -0.03], [-0.05, -0.02, 0.04], [0.14, -0.15, 0.05], [-0.05, 0.06, -0.05], [0.04, -0.03, 0.01], [0.01, 0.05, -0.08], [-0.09, 0.08, -0.20], [0.11, 0.04, 0.04], [-0.06, 0.06, 0.17], [-0.12, -0.15, 0.02], [0.21, -0.06, -0.15], [0.02, -0.08, 0.04], [-0.03, 0.02, 0.02], [0.08, -0.02, -0.03], [-0.20, 0.05, 0.06], [0.02, 0.04, -0.07], [0.03, 0.01, -0.08], [0.14, -0.04, 0.14], [-0.05, 0.03, -0.04], [0.00, -0.02, 0.04], [-0.04, 0.09, 0.02], [0.19, -0.10, 0.12], [-0.17, 0.01, 0.10], [0.00, 0.34, -0.22], [0.04, 0.04, 0.03], [-0.03, -0.33, 0.04], [-0.05, -0.01, -0.08], [0.03, 0.03, -0.01], [-0.07, -0.04, -0.01], [0.19, 0.10, -0.03], [0.00, -0.05, 0.05], [0.00, -0.11, -0.01], [-0.18, 0.14, -0.04], [0.06, 0.00, 0.01], [-0.01, 0.03, -0.03], [0.02, 0.00, 0.03], [-0.09, 0.10, -0.22], [0.06, 0.05, 0.06], [0.02, 0.00, 0.17], [-0.13, -0.05, -0.05], [0.20, -0.10, -0.10], [0.03, -0.08, 0.03], [-0.02, -0.01, 0.05], [0.05, -0.02, -0.01], [-0.19, 0.03, 0.06], [0.03, 0.03, -0.08], [0.01, -0.01, -0.07], [0.15, -0.06, 0.13], [-0.05, 0.03, -0.04], [0.02, -0.01, 0.04], [-0.04, 0.09, 0.02]], "mulliken_charge": [-0.28, -0.41, -0.21, -0.89, 0.11, -0.66, -0.24, -1.36, -0.18, 0.16, -0.52, 0.45, -1.02, 0.36, -1.14, -0.36, 0.83, -0.38, -0.39, -0.24, -0.24, 0.76, 1.00, -0.78, -0.42, 0.27, -0.15, 0.33, 0.31, 0.05, 0.46, 0.38, 0.48, -0.39, 0.44, 0.25, 0.06, 0.44, 0.42, 0.44, 0.34, 0.46, 0.26, 0.41, 0.29, 0.41, 0.27, 0.28, 0.27, -0.94, 0.53, 0.41, 0.25, -1.24, 0.28, -0.32, -0.39, -1.02, 0.32, 0.40, 0.33, -0.19, 0.28, 0.32, 0.31, 0.26, 0.39, 0.28, -0.70, -0.54, -0.44, 0.52, -1.29, 0.24, 0.48, 0.10, 0.35, 0.30, -0.11, 0.05, 0.32, 0.40, 0.32, -1.16, -0.20, -0.36, -0.34, -1.15, 0.31, 0.39, 0.30, 0.34, 0.19, 0.44, 0.23, 0.34, 0.45, 0.24, -0.87, -0.36, -0.44, -0.28, -1.01, 0.30, 0.30, 0.25, 0.33, 0.28, 0.26, 0.34, 0.24, 0.39, 0.28]}


[2]
{"formula": "C22H45BO4", "method": "ωB97M-V/def2-TZVPD", "charge": 0, "smiles": "C=CBCc1ccc(C)cc1.CC(C)O.CC(C)O.CC(C)O.CC(C)O", "gap_ev": 6.0, "elements": ["C", "C", "B", "C", "C", "C", "C", "C", "C", "C", "C", "H", "H", "H", "H", "H", "H", "H", "H", "H", "H", "H", "H", "H", "C", "C", "C", "O", "H", "H", "H", "H", "H", "H", "H", "H", "C", "C", "C", "O", "H", "H", "H", "H", "H", "H", "H", "H", "C", "C", "C", "O", "H", "H", "H", "H", "H", "H", "H", "H", "C", "C", "C", "O", "H", "H", "H", "H", "H", "H", "H", "H"], "coordinates": [[4.245, 0.206, 0.462], [4.709, 1.231, 1.232], [4.092, 2.583, 1.322], [2.669, 2.964, 0.713], [1.527, 1.985, 0.933], [0.320, 2.205, 0.250], [-0.776, 1.371, 0.402], [-0.725, 0.265, 1.252], [-1.906, -0.648, 1.443], [0.473, 0.043, 1.931], [1.572, 0.888, 1.790], [3.509, -0.514, 0.846], [4.542, 0.031, -0.576], [5.574, 1.051, 1.872], [4.749, 3.431, 1.854], [2.366, 3.906, 1.173], [2.716, 3.169, -0.360], [0.238, 3.066, -0.402], [-1.678, 1.622, -0.141], [-2.815, -0.060, 1.554], [-2.015, -1.332, 0.605], [-1.781, -1.195, 2.373], [0.504, -0.825, 2.574], [2.464, 0.687, 2.366], [1.960, -5.218, 3.380], [1.436, -4.012, 2.617], [2.229, -3.775, 1.340], [1.485, -2.842, 3.438], [3.002, -5.060, 3.674], [1.387, -5.373, 4.293], [1.906, -6.124, 2.782], [0.384, -4.164, 2.371], [3.279, -3.576, 1.576], [1.841, -2.906, 0.805], [2.183, -4.641, 0.678], [2.406, -2.683, 3.669], [-0.808, 4.978, -4.467], [-0.878, 3.804, -3.504], [-1.643, 2.636, -4.110], [-1.496, 4.212, -2.284], [-1.810, 5.341, -4.699], [-0.260, 5.807, -4.017], [-0.311, 4.698, -5.399], [0.129, 3.478, -3.239], [-2.671, 2.933, -4.338], [-1.691, 1.804, -3.407], [-1.172, 2.288, -5.031], [-2.389, 4.508, -2.491], [-3.918, 7.008, -7.304], [-4.411, 6.526, -5.949], [-5.734, 7.177, -5.575], [-3.429, 6.795, -4.946], [-3.750, 8.088, -7.286], [-2.969, 6.534, -7.557], [-4.640, 6.785, -8.091], [-4.531, 5.441, -5.968], [-5.619, 8.262, -5.507], [-6.073, 6.823, -4.601], [-6.506, 6.958, -6.313], [-3.301, 7.749, -4.906], [0.881, -8.103, 6.471], [0.816, -8.516, 5.009], [0.697, -10.025, 4.862], [1.970, -8.043, 4.314], [1.760, -8.542, 6.952], [0.967, -7.020, 6.560], [-0.007, -8.428, 7.015], [-0.039, -8.035, 4.531], [1.570, -10.521, 5.295], [0.653, -10.304, 3.809], [-0.197, -10.403, 5.360], [2.744, -8.453, 4.715]], "forces_ev_per_angstrom": [[-0.37, -0.15, 0.59], [0.25, -0.02, -0.30], [0.00, 0.25, -0.22], [-0.07, -0.35, 0.41], [-0.25, 0.05, -0.32], [0.13, -0.19, 0.07], [0.15, 0.19, 0.05], [0.49, 0.25, -0.07], [0.23, 0.43, 0.26], [-0.65, -0.08, -0.18], [-0.13, -0.10, -0.07], [-0.01, -0.16, -0.19], [-0.06, 0.07, -0.13], [0.22, 0.22, -0.08], [-0.03, -0.15, 0.29], [0.01, 0.15, -0.03], [0.13, 0.07, -0.10], [-0.04, 0.03, -0.07], [-0.13, -0.09, -0.02], [-0.15, -0.02, -0.18], [-0.11, -0.15, -0.02], [-0.01, -0.31, -0.04], [0.30, 0.01, 0.20], [0.07, 0.07, 0.07], [-0.17, 0.24, -0.02], [0.56, -0.06, 0.04], [-0.13, 0.14, -0.12], [-0.25, 0.00, 0.00], [0.03, -0.02, -0.08], [-0.04, -0.03, -0.02], [0.01, -0.05, 0.01], [-0.04, 0.11, 0.06], [0.01, -0.10, 0.04], [-0.04, -0.03, 0.00], [0.03, 0.00, 0.01], [0.01, -0.02, 0.03], [0.13, 0.01, 0.02], [-0.33, 0.12, -0.28], [0.04, -0.15, 0.11], [0.19, -0.13, 0.18], [0.08, -0.08, -0.03], [0.04, -0.03, 0.00], [0.00, -0.01, 0.01], [-0.02, 0.01, 0.14], [0.03, 0.06, -0.06], [0.04, 0.00, 0.00], [-0.02, 0.01, -0.01], [0.01, 0.06, -0.03], [0.13, -0.13, -0.04], [-0.08, 0.49, -0.12], [-0.05, -0.11, 0.14], [-0.17, -0.15, 0.01], [-0.09, 0.02, 0.01], [-0.02, -0.03, 0.00], [-0.01, 0.02, 0.00], [0.09, -0.02, 0.09], [0.01, 0.01, -0.09], [0.00, -0.04, -0.02], [0.00, 0.02, -0.01], [0.01, 0.01, 0.01], [-0.03, 0.17, -0.01], [0.25, -0.27, 0.30], [-0.05, -0.01, -0.17], [-0.10, -0.06, -0.06], [-0.03, -0.08, -0.01], [-0.04, 0.00, -0.02], [0.01, -0.01, 0.01], [0.07, 0.07, -0.08], [-0.02, 0.02, 0.08], [-0.03, 0.02, 0.00], [0.01, -0.01, 0.02], [0.00, -0.03, 0.01]], "mulliken_charge": [0.13, -0.67, 0.13, -1.16, 0.33, -0.80, -0.56, 0.74, -1.45, -0.56, -0.71, 0.11, 0.28, 0.33, -0.14, 0.31, 0.32, 0.56, 0.44, 0.40, 0.28, 0.38, 0.39, 0.88, -1.24, 0.55, -1.38, -0.51, 0.30, 0.23, 0.36, 0.27, 0.32, 0.32, 0.42, 0.33, -0.98, 0.54, -1.26, -0.55, -0.01, 0.33, 0.38, 0.32, 0.28, 0.30, 0.38, 0.31, -1.30, 0.53, -1.38, -0.53, 0.34, 0.32, 0.38, 0.24, 0.36, 0.34, 0.38, 0.30, -1.25, 0.48, -1.38, -0.48, 0.33, 0.31, 0.38, 0.27, 0.35, 0.34, 0.37, 0.31]}


Across the entries above, calculated total energy takes the values -58424.8213; -32405.9638 eV, respectively.